Computed, not measured: a 3-piece molecular cluster, C19H30N3O2 overall, with ωB97M-V/def2-TZVPD.

The geometry in XYZ format:
```
54
Properties=species:S:1:pos:R:3:forces:R:3
O 0.7616 0.6916 0.5069 0.0419 2.2313 -3.3641
C 0.6713 1.3582 -0.5895 -5.8397 -0.8360 2.2617
N -0.4650 1.9890 -1.0169 -1.2166 -4.1268 5.1034
C -1.7768 1.8454 -0.2595 4.1041 -2.3283 -2.1688
C -2.4662 2.9204 -0.2765 -6.0117 8.7498 3.0602
C -3.6265 3.1596 0.7691 0.7481 0.6462 -1.4937
C -4.0563 2.0332 1.6524 7.3336 5.1857 -9.7386
C -3.3737 0.9584 1.2189 -2.4037 -5.4111 5.0297
C -2.3555 0.7514 0.3347 1.6769 -3.1082 1.8876
N -1.7253 -0.5695 0.2127 -1.6376 8.8929 -1.2046
C -1.5501 -0.7968 -1.0981 -1.9259 -8.5023 -2.5156
C -2.8501 -1.0317 -2.0940 4.1604 -7.4994 1.9371
C -3.9115 -1.9330 -1.3676 3.7850 9.2190 6.5367
C -3.5342 -2.8177 -0.2856 -1.4130 -5.8695 -0.0860
H -2.7411 -3.4979 -0.8739 -1.1692 0.6428 2.2303
C -3.2847 -2.4609 1.2151 4.9855 -0.7017 -2.8049
H -3.0428 -3.4588 1.7908 -0.5662 2.1985 -0.9505
H -4.1106 -1.9277 1.5500 -1.4493 0.7760 0.8892
C -1.8342 -1.4704 1.1362 -4.1178 -4.9027 8.1770
H -1.9138 -1.0834 2.3127 1.1637 -0.4596 -3.2020
H -1.1178 -2.2431 1.0054 0.9995 -0.5547 0.2218
H -4.5268 -3.4858 -0.0841 2.2233 0.8665 -1.1393
H -4.6497 -1.9900 -1.9476 -6.0599 -1.9675 -4.4798
H -4.5042 -0.9303 -0.4966 1.1583 -2.1869 -2.5411
H -2.4852 -1.5696 -3.0989 -0.3899 0.8322 2.1710
H -2.9584 -0.1202 -2.3694 -2.5732 5.9681 -1.7914
H -0.7682 -0.5320 -1.6366 3.5549 3.6964 -2.3063
H -0.9775 -1.8107 -1.0474 -1.4159 0.2740 -0.2007
H -3.7899 0.0770 2.0444 1.7951 1.5310 -3.1042
H -4.7474 2.2254 2.2567 -5.4887 0.6331 5.3567
H -4.0662 4.3058 0.7463 1.0575 -3.3288 0.2507
H -2.1533 3.9172 -0.8151 -0.5038 -2.2041 1.0591
H -0.5837 2.5763 -1.7557 0.4334 1.7513 -2.6222
C 1.7475 1.4772 -1.5044 3.8932 3.4216 -1.4554
N 2.8078 0.8537 -0.7538 -1.1123 7.9229 1.4767
H 3.3421 0.3412 -1.2192 4.7205 -7.9410 -5.2567
C 3.9960 1.7225 -0.4192 -4.8126 -1.4426 12.5240
H 3.6366 2.4309 0.7902 0.4729 -1.1743 -4.1221
H 4.3995 2.3152 -1.0578 2.2129 3.4051 -4.6044
C 4.8772 0.8425 0.4055 6.0098 -2.9739 -2.2437
C 4.6388 -0.0362 1.7931 -7.8729 2.9691 -4.4942
H 5.2026 0.2255 2.6187 1.8158 -0.1157 1.1651
C 4.2841 -1.4785 1.2886 2.8459 4.7483 -5.5041
H 3.2942 -1.7993 1.0364 -0.6053 0.6924 -0.5111
H 4.5918 -2.0464 1.9790 2.3175 -4.8540 5.2913
C 5.4264 -1.6189 0.0092 -5.7781 1.3883 -0.4985
H 6.4027 -1.7923 0.3481 1.4994 0.6346 0.4375
H 5.1153 -2.4976 -0.6259 0.3365 1.3424 0.2188
O 5.1327 -0.2277 -0.7662 0.7458 -2.5930 3.6848
H 3.5150 0.5416 2.0856 2.8423 -1.7648 -0.2295
H 5.9842 1.2694 0.3808 -2.4943 -0.2047 0.6314
H 2.2725 0.5599 0.0214 -0.3876 -1.8486 2.8474
H 1.8061 1.2486 -2.5776 -0.9452 -0.5390 0.5144
H 2.0406 2.5895 -1.4716 -0.7431 -1.1808 -0.3299
```
Positions in Å, forces in eV/Å.

## Properties
* LUMO level: -2.62 eV
* charge: +1
* HOMO: -9.910 eV
* energy relative to the best compared isomer or geometry (same formula, charge and spin): 437.61 kcal/mol

Just the Mulliken charges please, in e? Sure, here they are: number 1, O, carries -0.7948; number 2, C, carries 0.7402; number 3, N, carries -0.0308; number 4, C, carries 0.0172; number 5, C, carries -0.5655; number 6, C, carries -0.3398; number 7, C, carries -1.4076; number 8, C, carries 0.4296; number 9, C, carries 0.2405; number 10, N, carries 0.8510; number 11, C, carries -1.4754; number 12, C, carries -1.3379; number 13, C, carries -0.8872; number 14, C, carries -0.3314; number 15, H, carries 0.1981; number 16, C, carries -0.7400; number 17, H, carries 0.3389; number 18, H, carries 0.4077; number 19, C, carries -0.7670; number 20, H, carries 0.2840; number 21, H, carries 0.5565; number 22, H, carries 0.2218; number 23, H, carries 0.8166; number 24, H, carries 0.0320; number 25, H, carries 0.3112; number 26, H, carries 0.7672; number 27, H, carries 0.4455; number 28, H, carries 0.6603; number 29, H, carries -0.0632; number 30, H, carries 0.7979; number 31, H, carries 0.2333; number 32, H, carries 0.1976; number 33, H, carries 0.2563; number 34, C, carries -0.8598; number 35, N, carries 0.5373; number 36, H, carries 0.3855; number 37, C, carries -1.1123; number 38, H, carries 0.3357; number 39, H, carries 0.7781; number 40, C, carries -0.1394; number 41, C, carries -0.4702; number 42, H, carries 0.5228; number 43, C, carries -0.9494; number 44, H, carries 0.2491; number 45, H, carries 0.6586; number 46, C, carries -0.4910; number 47, H, carries 0.4028; number 48, H, carries 0.3187; number 49, O, carries -0.5833; number 50, H, carries 0.0815; number 51, H, carries 0.3916; number 52, H, carries 0.0783; number 53, H, carries 0.4531; number 54, H, carries 0.3496